Entry 1:
Computed, not measured: a single C10H13N molecule in a non-equilibrium geometry, with ωB97M-V with the def2-TZVPD basis set.

```
24
Properties=species:S:1:pos:R:3:forces:R:3:mulliken_charge:R:1
N -1.9416 0.8737 -0.1524 -2.826 4.317 0.284 -0.43
C -1.9757 -0.5279 0.0371 -0.545 0.032 0.227 0.11
C -0.9065 -0.9709 -0.8627 0.918 -0.214 -3.933 -1.24
C 2.9605 -0.7029 -0.0982 -3.299 -0.115 0.057 -0.49
C 1.6540 -1.2638 -0.4130 -0.621 -0.205 0.046 -0.28
C 0.4253 0.8989 -0.0645 4.615 -3.762 0.032 0.78
C -0.7242 1.5748 -0.5358 -2.511 1.725 -1.600 -0.63
C -1.5475 -0.8374 1.4792 -0.971 3.338 -0.275 -1.25
C 0.4644 -0.4874 -0.4356 0.371 0.019 0.020 0.69
C 2.9163 0.6217 0.3521 -1.257 -0.886 0.305 -0.51
C 1.6299 1.3210 0.4783 1.243 2.422 -0.949 -1.13
H -1.1704 -0.4662 -1.9362 0.793 -1.351 2.063 0.22
H -0.7228 1.5106 -1.6871 0.664 0.457 1.203 0.28
H -0.9096 -2.0115 -1.0095 0.145 -1.591 -0.332 0.51
H -1.0180 0.1274 1.7443 -0.139 -1.556 0.181 0.31
H 3.8277 -1.3710 -0.1270 -0.185 0.678 -0.006 0.37
H -2.4253 -0.7938 2.0852 -0.539 -0.540 0.763 0.38
H -3.0307 -0.8425 -0.2498 1.483 -0.161 0.384 0.44
H -0.9409 -1.6794 1.5856 0.795 -1.408 0.356 0.38
H 1.5773 2.4254 0.7218 0.784 -1.279 0.139 0.24
H -2.7129 1.3332 -0.6907 0.817 -1.248 0.879 0.27
H 3.8944 0.9739 0.6689 -0.524 0.844 0.158 0.36
H 1.4963 -2.3680 -0.6173 0.543 1.426 0.054 0.25
H -0.8200 2.6620 -0.2727 0.245 -0.943 -0.054 0.39
```
Positions in Å, forces in eV/Å.

Values from the calculation:
- Energy above the lowest of the compared OMol25 structures with the same formula, charge and spin: 2.336 eV
- Net charge: 0
- M: 147.2 u
- Calculated total energy: -443.5178 a.u.
- Structure (SMILES): C[C@@H]1Cc2ccccc2CN1


Entry 2:
Computed, not measured: a molecular structure, C10H13N2O2 in a non-equilibrium geometry, with ωB97M-V with the def2-TZVPD basis set.

```
27
Properties=species:S:1:pos:R:3:forces:R:3:mulliken_charge:R:1
O 0.3773 -1.0992 1.4969 0.719 0.721 -1.353 -0.39
O 2.1201 -0.5738 0.2352 -0.307 0.078 0.909 -0.37
N -1.4067 -0.5640 -1.7789 -1.755 0.089 -1.049 -0.11
N 0.2884 -1.8691 -1.0001 -0.249 2.147 1.191 -0.26
C -1.6701 1.7786 -1.4691 -0.853 -1.288 -0.378 -0.56
C 2.7920 -1.3492 1.3336 -1.867 0.652 -1.088 -0.76
C -0.9833 -1.0939 1.9164 2.439 1.525 1.798 -0.90
C -0.1761 3.0408 -0.0984 -0.013 -0.689 0.486 -0.73
C -1.2411 2.9875 -0.9858 1.461 -0.944 1.113 -0.74
C -0.5784 -1.6057 -1.9061 -0.031 -0.876 0.997 -0.14
C 0.4952 1.8816 0.2544 1.261 1.580 1.728 -0.29
C 0.7900 -0.5416 0.3290 0.239 -1.497 0.629 1.08
C -1.0359 0.5941 -1.0713 0.924 1.098 0.182 0.52
C 0.1018 0.6851 -0.1863 -2.135 -3.238 -2.271 0.08
H 2.6362 -2.3688 1.0944 -0.782 -1.186 0.359 0.33
H -2.3353 -0.5567 -2.3245 2.432 0.137 0.983 0.32
H -0.9254 -1.5093 2.8849 0.214 -0.314 1.392 0.41
H 0.8122 -2.7121 -1.0168 0.646 -0.552 -0.509 0.21
H -2.5457 1.6380 -2.1430 0.820 0.575 0.410 0.29
H 2.3497 -0.9959 2.2597 0.636 -0.383 0.082 0.29
H 0.0406 3.9259 0.4617 0.302 0.619 -0.289 0.41
H -1.5963 3.9206 -1.2302 -1.515 1.655 -0.846 0.49
H -0.6743 -2.2741 -2.7338 -0.547 -0.318 -0.561 0.43
H -1.3274 -0.0965 2.0657 -0.856 0.592 -0.699 0.33
H 3.8176 -1.2711 1.2050 1.857 1.164 -0.125 0.33
H 1.3257 1.8575 0.9859 -0.505 0.488 -0.531 0.37
H -1.4509 -1.8288 1.4213 -2.537 -1.834 -2.561 0.36
```
Positions in Å, forces in eV/Å.

Values from the calculation:
- Energy above the lowest of the compared OMol25 structures with the same formula, charge and spin: 0.921 eV
- Net charge: +1
- M: 193.2 u
- Calculated total energy: -648.5450 a.u.


Entry 3:
Computed, not measured: a molecular structure, C10H13N2O5SYb in a non-equilibrium geometry, with ωB97M-V with the def2-TZVPD basis set.

```
32
Properties=species:S:1:pos:R:3:forces:R:3:mulliken_charge:R:1
Yb -0.9160 -1.4990 -2.1636 -0.076 -0.474 -0.185 -0.21
S 1.1177 -0.5334 -1.4725 2.574 1.213 0.269 -0.36
O -3.9533 -2.9355 -3.5688 3.383 1.731 1.759 -0.14
O -3.0296 -0.3772 0.1686 0.271 -0.450 -0.734 -0.11
O -1.5934 0.9209 -4.3499 -0.054 0.017 -0.040 -0.08
O -0.6325 -4.5374 -0.8377 0.066 -0.584 0.253 -0.06
O 1.0829 -2.4165 -3.9635 -1.519 -0.419 -0.512 -0.20
N 1.9214 0.1109 0.9196 -1.242 -0.220 -1.972 -0.11
N -0.1976 0.9850 0.3651 0.841 -1.176 -0.838 -0.09
C 0.8923 0.2309 0.0254 0.682 1.436 3.028 0.44
C -0.9480 2.7973 1.8378 -0.103 0.401 0.252 -1.20
C -0.0892 -2.5559 -4.0298 1.077 -0.608 -1.172 0.16
C -2.4289 -0.8125 -0.6758 -2.565 1.302 2.808 0.38
C -1.4798 0.0687 -3.6383 -0.734 2.219 -2.052 0.48
C -0.7461 1.3154 1.6984 0.238 -0.448 -0.160 -0.35
C 2.4590 1.1468 1.8050 0.068 0.197 0.047 -0.26
C -0.8364 -3.5496 -1.3042 0.067 -2.396 1.006 0.36
C -3.0210 -2.4606 -3.0883 -4.209 -2.086 -2.092 0.34
C 2.7255 0.5503 3.1558 0.117 0.061 0.681 -1.13
H 2.6011 -0.5708 0.6031 0.040 0.114 0.115 0.31
H -0.8566 -3.0014 -4.7177 1.012 -0.211 -0.482 0.34
H -0.0184 3.3508 1.6940 -0.079 -0.016 0.003 0.31
H -1.3192 3.0041 2.8421 -0.017 0.100 -0.057 0.37
H 1.8203 0.1164 3.5889 0.083 0.031 -0.013 0.30
H 3.0836 1.3309 3.8278 0.040 -0.101 0.051 0.36
H 3.3997 1.5386 1.3759 -0.487 -0.191 -0.038 0.37
H -1.7087 0.7892 1.8111 0.383 0.115 -0.045 0.35
H 1.7389 1.9627 1.8318 0.139 0.019 0.090 0.10
H -1.6920 3.1701 1.1250 0.137 -0.050 0.092 0.38
H 3.4925 -0.2305 3.1101 -0.136 0.134 -0.029 0.36
H -0.8095 1.1981 -0.4043 0.091 0.230 -0.137 0.38
H -0.0589 0.8933 2.4287 -0.089 0.109 0.103 0.21
```
Positions in Å, forces in eV/Å.

Values from the calculation:
- Multiplicity: 2
- Energy above the lowest of the compared OMol25 structures with the same formula, charge and spin: 0.682 eV
- Net charge: +2
- M: 446.3 u
- Calculated total energy: -2430.7308 a.u.


Entry 4:
Computed, not measured: 2 unconnected molecules or ions with the total composition C10H13N3O in a non-equilibrium geometry, with ωB97M-V with the def2-TZVPD basis set.

```
27
Properties=species:S:1:pos:R:3:forces:R:3:mulliken_charge:R:1
O -2.2712 -0.8633 -0.5500 0.008 0.117 -5.599 -0.25
N -2.0818 1.0528 -1.8560 0.089 -2.359 0.579 -0.19
N 1.8345 0.4572 1.3609 1.736 0.071 3.891 -0.78
N 0.0424 2.7506 -0.3959 -4.061 4.099 -2.001 -0.87
C 1.3776 0.7599 0.2298 -2.393 2.293 -3.720 -0.01
C 2.4399 -0.7859 1.0958 -0.128 -3.862 3.089 -0.07
C 1.5690 -0.3175 -0.8267 -2.553 -0.621 -1.749 0.53
C -3.3200 0.2507 1.2512 -1.025 -2.106 -0.400 -1.31
C 3.6368 -0.6058 0.1239 -0.215 -0.698 2.020 -0.57
C -2.3000 -0.2680 -1.7527 1.159 2.476 5.445 0.33
C 0.7159 1.9188 -0.0241 2.318 -3.367 0.549 0.57
C 1.3509 -1.4592 0.1383 1.038 -2.552 0.656 -0.32
C 3.0550 -0.3529 -1.0276 -0.598 0.287 -0.185 -0.76
C -1.9975 -0.2319 0.6998 0.365 -0.474 2.559 0.24
H -3.6352 -0.2467 2.1359 -0.387 -1.010 0.540 0.34
H 4.6678 -0.4959 0.4823 -0.513 -0.067 -0.504 0.38
H 0.7978 -0.3666 -1.7271 1.935 0.599 1.457 0.16
H 3.4544 0.1042 -1.8650 1.078 0.535 -1.645 0.43
H 2.4967 -1.3342 2.1352 0.787 0.673 -2.157 0.36
H -1.3811 -1.0627 1.2280 -1.544 1.738 -0.486 0.46
H -3.4454 1.2390 1.5202 0.810 2.466 0.303 0.38
H 0.3082 -1.5848 0.6148 1.848 0.336 -0.786 -0.14
H -1.4647 0.6859 0.7354 1.657 0.374 -1.228 -0.05
H -2.0284 1.4319 -2.7620 -0.157 0.455 -1.407 0.30
H -1.5107 1.6713 -1.1711 -0.029 -0.605 0.087 0.21
H 1.7516 -2.4753 -0.2600 -0.890 1.598 0.590 0.31
H -4.0623 0.1286 0.4666 -0.335 -0.394 0.099 0.31
```
Positions in Å, forces in eV/Å.

Values from the calculation:
- Multiplicity: 3
- Energy above the lowest of the compared OMol25 structures with the same formula, charge and spin: 4.021 eV
- Net charge: 0
- M: 191.2 u
- Calculated total energy: -627.9971 a.u.


Entry 5:
Computed, not measured: a single C10H13NO molecule in a non-equilibrium geometry, with ωB97M-V with the def2-TZVPD basis set.

```
25
Properties=species:S:1:pos:R:3:forces:R:3:mulliken_charge:R:1
O 2.8680 -0.5568 1.1781 0.956 0.081 0.118 -0.53
N 1.0591 3.3155 0.0169 0.006 0.379 0.466 -0.59
C -0.5333 0.0295 1.5477 -0.268 2.845 -0.586 -1.44
C 0.3580 -1.5719 0.0803 0.726 -2.527 0.563 -1.04
C -1.6318 -0.2882 0.5247 -1.785 -0.928 1.370 0.29
C 1.9075 0.1589 1.1782 -0.060 -2.331 -0.752 -0.47
C 0.6345 -0.1989 0.5927 -1.882 1.185 -2.416 1.02
C -1.2299 -1.7474 0.2541 1.839 0.580 -2.060 -0.82
C 0.6225 2.2718 -0.1681 -0.465 -1.299 -1.535 -0.16
C -1.3814 0.7148 -0.6797 1.796 1.703 5.588 -1.26
C 0.1968 0.9190 -0.6899 0.339 -0.645 2.372 1.58
C 0.8541 0.5991 -2.0395 1.292 -0.215 1.334 -1.73
H 0.7397 -1.7980 -0.9262 -0.246 0.204 0.356 0.30
H -0.5687 1.0658 1.8965 0.007 0.526 -0.555 0.42
H -1.6866 -2.0830 -0.7202 0.276 -0.388 1.345 0.33
H 0.7554 -0.4631 -2.1877 -0.204 -0.256 -0.428 0.38
H -1.8713 1.6894 -0.3888 0.379 -1.034 -0.641 0.35
H 0.4153 1.1357 -2.8299 -0.892 0.646 -0.987 0.50
H 1.9391 0.8186 -2.1190 -0.560 -0.027 0.545 0.33
H 0.9398 -2.3256 0.7451 -1.021 1.145 -0.970 0.30
H -1.6893 0.3778 -1.5628 -1.451 -1.384 -3.639 0.53
H -1.2772 -2.3906 1.1449 -1.044 0.124 -0.620 0.41
H 1.7635 1.0441 1.6882 0.860 2.631 1.550 0.54
H -0.4745 -0.3925 2.5264 -0.187 -1.670 0.267 0.38
H -2.7094 -0.3241 0.9381 1.591 0.652 -0.686 0.35
```
Positions in Å, forces in eV/Å.

Values from the calculation:
- Energy above the lowest of the compared OMol25 structures with the same formula, charge and spin: 2.076 eV
- Net charge: 0
- M: 163.2 u
- Calculated total energy: -518.7666 a.u.
- Structure (SMILES): C[C@@]1(C#N)C[C@H]2CC[C@]1(C=O)C2


Entry 6:
Computed, not measured: a single C10H13NO molecule in a non-equilibrium geometry, with ωB97M-V with the def2-TZVPD basis set.

```
25
Properties=species:S:1:pos:R:3:forces:R:3:mulliken_charge:R:1
O -2.9077 -1.6223 -0.1309 -1.382 0.525 0.031 -0.57
N 2.0452 -0.8415 -0.2333 -0.978 0.402 -0.629 -0.53
C -2.1736 -0.4297 -0.1866 -1.865 -2.187 1.579 1.11
C -2.0238 1.8905 0.0890 -2.666 1.337 -0.224 -0.37
C -0.0452 0.5540 0.0426 -0.505 -1.190 1.041 0.47
C 1.4309 0.3806 0.2591 3.039 2.776 -1.864 0.31
C -0.6929 1.7714 0.2817 1.213 -1.942 -1.045 -1.28
C -0.0961 -1.9435 -0.3088 2.132 -0.491 -1.261 -0.73
C -0.8157 -0.6037 -0.0964 1.418 -0.159 -1.657 -0.07
C 1.2751 -1.7897 0.4203 -1.132 -3.347 2.785 -0.61
C 2.3330 1.4181 -0.4856 -3.006 4.125 2.339 -1.56
C -2.8346 0.7687 -0.0623 -0.740 0.342 -1.524 -0.83
H -0.0444 2.5443 0.4708 0.985 2.208 0.358 0.48
H -3.9410 0.7855 -0.3553 1.689 0.259 0.825 0.26
H 1.9479 1.4937 -1.4453 -0.173 -0.213 -2.172 0.50
H 3.3364 1.2427 -0.4279 2.588 -1.215 -0.083 0.47
H -3.8355 -1.4475 0.2103 1.798 -0.101 -0.767 0.33
H 1.0071 -1.4129 1.4788 0.299 -0.696 -0.919 0.31
H 2.3341 2.5757 -0.1690 -0.595 -2.376 -0.002 0.27
H -2.5185 2.8826 -0.0142 0.578 -0.706 0.528 0.31
H 2.9999 -0.9014 0.0579 0.482 0.316 0.151 0.29
H 1.6573 0.3998 1.2974 -0.153 0.466 1.328 0.42
H 1.8802 -2.7351 0.6543 -1.167 0.828 -0.910 0.40
H 0.2925 -2.1547 -1.4406 -1.653 0.580 2.413 0.25
H -0.6106 -2.8254 0.0939 -0.206 0.458 -0.319 0.37
```
Positions in Å, forces in eV/Å.

Values from the calculation:
- Energy above the lowest of the compared OMol25 structures with the same formula, charge and spin: 1.943 eV
- Net charge: 0
- M: 163.2 u
- Calculated total energy: -518.7715 a.u.
- Structure (SMILES): C[C@@H]1NCCc2c(O)cccc21


Entry 7:
Computed, not measured: 2 unconnected molecules or ions with the total composition C10H13NO, with ωB97M-V with the def2-TZVPD basis set.

```
25
Properties=species:S:1:pos:R:3:forces:R:3:mulliken_charge:R:1
O 0.7032 0.1292 -3.6477 -0.242 0.088 0.297 -0.52
N -0.4427 0.9606 -0.6806 -0.046 -0.421 -0.338 0.00
C -0.4739 2.6415 2.6115 0.256 0.233 -0.159 -1.34
C -0.5258 2.0850 0.1059 -0.524 0.190 0.394 -0.78
C -0.1739 -0.6143 2.4987 0.256 -0.270 0.904 -0.39
C -0.0204 -1.9516 2.2106 0.265 0.030 -0.797 -0.70
C -0.2753 0.3110 1.4592 -0.325 0.289 0.023 0.97
C 0.7569 -1.2289 -4.0610 0.102 -0.339 0.930 -0.55
C 0.0520 -2.3492 0.8595 0.064 -0.522 0.327 -0.40
C -0.0831 -1.4757 -0.1839 -0.391 0.319 -0.399 -0.61
C -0.4395 1.7395 1.4187 -0.014 -0.119 0.412 0.64
C -0.3010 -0.1324 0.1305 0.623 -0.225 0.010 -0.31
H 0.8504 -1.9513 -3.2316 -0.165 0.414 0.066 0.21
H 1.4185 0.3145 -3.0352 0.239 -0.098 -0.043 0.29
H -0.1000 -1.8173 -1.2142 0.131 0.004 0.107 0.33
H 0.5481 2.9333 2.8814 -0.164 0.013 0.091 0.26
H 0.2380 -3.3894 0.6418 -0.075 -0.186 -0.041 0.38
H -1.0355 3.5474 2.4042 -0.003 0.193 -0.092 0.37
H -0.1883 -1.4381 -4.5428 0.065 -0.052 -0.445 0.25
H -0.9322 2.1963 3.4907 -0.029 -0.271 -0.014 0.34
H 1.6303 -1.4175 -4.6660 0.058 0.012 -0.708 0.30
H -0.8586 3.0351 -0.2786 0.395 0.080 -0.269 0.37
H 0.1172 -2.7237 2.9583 -0.118 0.278 0.173 0.37
H -0.1560 -0.3085 3.5469 -0.115 0.139 -0.315 0.30
H -0.3083 0.9044 -1.6765 -0.244 0.221 -0.112 0.22
```
Positions in Å, forces in eV/Å.

Values from the calculation:
- Energy above the lowest of the compared OMol25 structures with the same formula, charge and spin: 0.179 eV
- Net charge: 0
- M: 163.2 u
- Calculated total energy: -518.8363 a.u.
- Structure (SMILES): Cc1c[nH]c2ccccc12.CO


Entry 8:
Computed, not measured: 2 unconnected molecules or ions with the total composition C10H13O2 in a non-equilibrium geometry, with ωB97M-V with the def2-TZVPD basis set.

```
25
Properties=species:S:1:pos:R:3:forces:R:3:mulliken_charge:R:1
O 0.7303 3.2729 -2.2765 -0.632 1.400 -2.525 -0.77
O 2.0366 2.3395 -0.8622 0.427 -1.627 2.376 -0.69
C -0.7343 -2.2892 1.0062 -0.777 -1.336 -2.681 -0.52
C -0.3810 2.7462 0.8552 -1.186 -3.378 -0.854 -1.08
C -1.0147 -2.6053 -1.4809 -1.318 0.252 -2.514 -1.28
C 1.1033 -0.9718 1.7660 0.696 -0.060 -0.736 -0.53
C 1.3863 -0.4085 0.4952 -2.920 -3.205 0.686 -0.61
C 0.8988 2.6081 -1.2570 -1.470 1.294 -1.620 0.44
C -0.5393 2.2992 -0.6357 2.675 -1.821 1.217 -0.05
C -0.3665 -1.9453 -0.3501 0.494 0.724 2.026 1.23
C 0.6100 -0.9612 -0.5823 0.023 0.523 -2.078 -0.54
C 0.0585 -1.8679 2.0079 0.607 0.911 -0.462 -0.41
H -0.6903 -3.6599 -1.6796 -0.711 0.697 0.588 0.29
H 0.5921 2.3785 1.1509 0.057 -0.139 0.639 0.21
H -1.3184 2.8922 -1.0360 -0.361 0.567 -1.110 0.31
H -0.7109 1.1861 -0.9481 -0.091 1.771 1.455 -0.02
H -0.8113 -2.0869 -2.4585 0.299 -0.280 0.898 0.34
H 0.6516 -0.6805 -1.7990 0.561 -0.358 3.718 0.05
H -0.1766 -2.3079 2.9282 0.230 -0.105 1.670 0.43
H -0.3863 3.7913 0.9102 -0.141 1.586 0.032 0.40
H -2.1177 -2.4173 -1.4243 0.610 -1.050 0.159 0.29
H -1.2310 2.2914 1.4069 0.660 0.465 0.391 0.27
H -1.5485 -3.0505 1.2488 1.056 1.127 -0.694 0.24
H 2.1319 0.3065 0.4569 1.251 1.383 -0.838 0.65
H 1.8274 -0.8595 2.5580 -0.039 0.658 0.258 0.35
```
Positions in Å, forces in eV/Å.

Values from the calculation:
- Energy above the lowest of the compared OMol25 structures with the same formula, charge and spin: 2.218 eV
- Net charge: -1
- M: 165.2 u
- Calculated total energy: -539.3106 a.u.